Record 1
{
  "formula": "C34H37CoN9O7S3",
  "method": "wB97M-V/def2-TZVPD",
  "species": ["Co", "C", "N", "C", "C", "N", "C", "S", "C", "C", "C", "C", "C", "N", "H", "H", "H", "H", "H", "H", "H", "H", "H", "O", "C", "C", "C", "C", "C", "C", "C", "O", "N", "N", "C", "S", "C", "C", "S", "H", "H", "H", "H", "H", "H", "H", "H", "H", "O", "C", "N", "C", "O", "C", "C", "C", "C", "N", "C", "H", "H", "H", "H", "H", "H", "H", "H", "C", "C", "C", "C", "C", "C", "O", "N", "C", "O", "N", "C", "O", "H", "H", "H", "H", "H", "H", "H", "H", "H", "H", "H"],
  "positions_angstrom": [[-0.15, -0.31, -1.19], [3.48, -2.74, 0.31], [3.43, -1.31, 0.07], [3.96, -0.33, 0.90], [3.63, 0.86, 0.38], [2.89, 0.60, -0.77], [2.76, -0.75, -0.96], [1.90, -1.57, -2.16], [2.38, 1.63, -1.60], [3.16, 2.75, -1.86], [2.60, 3.78, -2.57], [1.28, 3.67, -3.00], [0.61, 2.50, -2.72], [1.15, 1.48, -2.05], [4.33, -2.95, 0.95], [3.58, -3.27, -0.63], [2.56, -3.07, 0.80], [4.49, -0.58, 1.80], [3.77, 1.86, 0.75], [4.18, 2.79, -1.49], [3.17, 4.67, -2.79], [0.79, 4.46, -3.54], [-0.43, 2.38, -3.01], [-1.16, -3.57, 3.00], [-0.42, -2.56, 3.47], [-0.20, -2.49, 4.85], [0.54, -1.46, 5.40], [1.10, -0.48, 4.58], [0.90, -0.55, 3.22], [0.15, -1.58, 2.64], [-0.04, -1.56, 1.17], [0.61, -0.67, 0.51], [-0.86, -2.44, 0.64], [-1.01, -2.21, -0.73], [-1.74, -3.08, -1.30], [-2.04, -3.13, -3.04], [-3.51, -4.17, -2.86], [-3.17, -5.23, -1.84], [-2.50, -4.39, -0.38], [-1.26, -3.41, 2.03], [-0.65, -3.26, 5.47], [0.69, -1.43, 6.47], [1.67, 0.34, 5.01], [1.31, 0.21, 2.55], [-3.75, -4.58, -3.84], [-4.33, -3.54, -2.52], [-2.42, -5.92, -2.23], [-4.05, -5.79, -1.53], [-5.30, 3.97, -1.58], [-5.77, 2.71, -2.04], [-4.64, 1.89, -2.39], [-4.26, 1.72, -3.69], [-4.92, 2.09, -4.65], [-2.93, 1.05, -3.90], [-2.28, 1.17, -5.12], [-1.03, 0.61, -5.26], [-0.43, 0.00, -4.17], [-1.06, -0.14, -3.00], [-2.31, 0.35, -2.89], [-5.83, 4.67, -1.98], [-6.38, 2.81, -2.93], [-6.33, 2.22, -1.25], [-3.97, 1.71, -1.66], [-2.78, 1.70, -5.92], [-0.49, 0.66, -6.20], [0.57, -0.40, -4.21], [-2.79, 0.14, -1.94], [0.58, 3.42, 3.68], [-0.09, 4.37, 2.68], [-0.96, 3.66, 1.64], [-1.70, 4.68, 0.73], [-0.80, 5.67, 0.01], [-2.08, 2.89, 2.32], [-2.63, 3.27, 3.33], [-2.49, 1.76, 1.66], [-1.85, 1.21, 0.56], [-2.36, 0.22, 0.01], [-0.69, 1.69, 0.11], [-0.11, 2.76, 0.73], [1.06, 3.08, 0.51], [1.19, 3.98, 4.39], [1.24, 2.72, 3.16], [-0.16, 2.85, 4.25], [0.68, 4.91, 2.14], [-0.72, 5.09, 3.21], [-2.41, 5.21, 1.36], [-2.29, 4.12, -0.01], [-0.35, 6.39, 0.70], [-1.38, 6.24, -0.73], [0.02, 5.17, -0.52], [-3.26, 1.24, 2.05]],
  "lowdin_spin": [0.952, 0.001, 0.005, 0.000, 0.002, 0.003, 0.006, 0.029, 0.001, 0.001, 0.000, 0.001, 0.001, 0.010, 0.000, 0.001, 0.000, 0.000, 0.000, 0.000, 0.000, 0.000, 0.000, 0.000, 0.000, 0.000, 0.000, 0.000, 0.000, -0.001, -0.001, -0.017, -0.001, 0.006, 0.000, 0.000, 0.000, 0.000, 0.001, 0.000, 0.000, 0.000, 0.000, 0.000, 0.000, 0.000, 0.000, 0.000, 0.000, 0.000, 0.000, 0.000, 0.000, 0.000, -0.001, 0.000, -0.001, -0.009, -0.001, 0.000, 0.000, 0.000, 0.000, 0.000, 0.000, 0.000, 0.000, 0.000, 0.000, 0.000, 0.000, 0.000, 0.000, 0.000, 0.000, 0.000, 0.011, 0.001, 0.000, 0.000, 0.000, 0.000, 0.000, 0.000, 0.000, 0.000, 0.000, 0.000, 0.000, 0.000, 0.000],
  "e_lumo_ev": [-0.13, -0.10],
  "homo_lumo_gap_ev": [7.60, 7.67],
  "charge": 0,
  "multiplicity": 2,
  "e_homo_ev": [-7.7, -7.8]
}

---

Record 2
{
  "formula": "C34H40FGe2N2O4SrTe",
  "method": "wB97M-V/def2-TZVPD",
  "species": ["Sr", "C", "C", "Ge", "C", "C", "C", "C", "Ge", "C", "C", "C", "C", "C", "C", "C", "C", "C", "C", "H", "H", "H", "H", "H", "H", "H", "H", "H", "H", "H", "H", "H", "H", "H", "H", "H", "H", "H", "H", "H", "H", "H", "H", "H", "H", "Te", "C", "C", "C", "C", "C", "C", "C", "C", "C", "C", "C", "C", "H", "H", "H", "H", "H", "H", "H", "H", "H", "H", "F", "C", "C", "N", "C", "C", "O", "O", "C", "O", "N", "C", "O", "H", "H", "H", "H"],
  "positions_angstrom": [[-0.18, 1.12, 0.58], [-2.16, -2.01, -2.33], [-1.41, -1.01, -1.45], [0.10, -1.94, -0.53], [-0.62, -3.04, 0.95], [-0.21, -4.51, 0.82], [1.27, -2.85, -1.83], [2.38, -2.09, -1.94], [2.22, -0.75, -0.49], [3.33, -1.20, 1.07], [3.15, -2.62, 1.58], [2.45, 1.18, -0.94], [3.89, 1.40, -1.43], [3.49, -2.34, -2.88], [3.62, -1.57, -4.04], [4.66, -1.80, -4.92], [5.59, -2.80, -4.66], [5.47, -3.56, -3.51], [4.43, -3.34, -2.62], [-3.05, -1.56, -2.78], [-2.49, -2.88, -1.76], [-1.52, -2.37, -3.14], [-2.12, -0.60, -0.72], [-1.05, -0.18, -2.07], [-1.71, -2.96, 0.92], [-0.30, -2.63, 1.92], [-0.57, -4.94, -0.11], [-0.62, -5.10, 1.64], [0.87, -4.63, 0.84], [1.13, -3.75, -2.43], [3.10, -0.47, 1.86], [4.37, -1.02, 0.80], [2.16, -2.76, 2.04], [3.88, -2.85, 2.35], [3.26, -3.36, 0.78], [2.29, 1.83, -0.07], [1.75, 1.49, -1.72], [4.60, 1.18, -0.63], [4.05, 2.43, -1.74], [4.12, 0.75, -2.27], [2.89, -0.79, -4.25], [4.75, -1.21, -5.82], [6.40, -2.97, -5.35], [6.19, -4.34, -3.30], [4.34, -3.94, -1.73], [-1.02, 3.35, -1.83], [-1.76, 5.25, -1.30], [-2.13, 5.55, 0.01], [-2.63, 6.80, 0.31], [-2.76, 7.76, -0.69], [-2.39, 7.47, -1.99], [-1.89, 6.21, -2.30], [-2.80, 2.22, -1.66], [-3.42, 1.71, -2.79], [-4.53, 0.90, -2.66], [-5.04, 0.60, -1.40], [-4.44, 1.13, -0.27], [-3.32, 1.93, -0.40], [-2.02, 4.81, 0.79], [-2.92, 7.04, 1.33], [-3.15, 8.74, -0.44], [-2.48, 8.21, -2.77], [-1.61, 5.98, -3.32], [-3.02, 1.93, -3.78], [-5.01, 0.50, -3.54], [-5.92, -0.02, -1.31], [-4.84, 0.91, 0.71], [-2.88, 2.36, 0.50], [-3.66, -0.54, 6.97], [-2.59, -0.88, 6.26], [-1.65, 0.02, 5.93], [-0.54, -0.34, 5.19], [0.38, 0.65, 4.69], [0.08, 0.99, 3.23], [-0.99, 0.57, 2.72], [0.94, 1.62, 2.58], [-0.39, -1.61, 4.67], [0.50, -1.90, 3.90], [-1.35, -2.51, 5.07], [-2.49, -2.28, 5.84], [-3.28, -3.15, 6.10], [-1.72, 1.05, 6.22], [1.39, 0.24, 4.70], [0.37, 1.54, 5.31], [-1.23, -3.46, 4.72]],
  "lowdin_charge": [1.316, -0.146, -0.409, 0.830, -0.351, -0.165, -0.179, -0.353, 0.851, -0.340, -0.158, -0.414, -0.148, -0.266, -0.055, -0.077, -0.081, -0.072, -0.034, 0.059, 0.075, 0.074, 0.040, 0.052, 0.066, 0.023, 0.068, 0.073, 0.060, 0.078, 0.062, 0.068, 0.045, 0.079, 0.060, 0.038, 0.025, 0.075, 0.079, 0.063, 0.113, 0.106, 0.106, 0.108, 0.112, 1.379, -0.537, -0.140, -0.071, -0.064, -0.069, -0.143, -0.565, -0.133, -0.071, -0.059, -0.068, -0.193, 0.088, 0.111, 0.112, 0.113, 0.093, 0.103, 0.117, 0.116, 0.118, 0.081, 0.107, -0.183, 0.057, -0.006, -0.031, -0.675, -0.165, -0.173, -0.461, 0.071, 0.233, -0.389, 0.128, 0.151, 0.144, 0.147, 0.173],
  "e_lumo_ev": -2.65,
  "homo_lumo_gap_ev": 8.40,
  "e_above_lowest_kj_mol": 0.0,
  "charge": 1,
  "multiplicity": 1,
  "e_homo_ev": -11.0
}

---

Record 3
{
  "formula": "C21H22N2O5",
  "method": "wB97M-V/def2-TZVPD",
  "species": ["C", "O", "C", "C", "C", "C", "C", "C", "N", "C", "C", "C", "C", "C", "O", "N", "C", "C", "C", "O", "C", "C", "O", "C", "C", "O", "C", "C", "H", "H", "H", "H", "H", "H", "H", "H", "H", "H", "H", "H", "H", "H", "H", "H", "H", "H", "H", "H", "H", "H"],
  "positions_angstrom": [[6.37, -1.10, 5.92], [5.09, -1.46, 6.38], [4.21, -1.99, 5.48], [4.48, -2.23, 4.14], [3.50, -2.77, 3.33], [2.25, -3.09, 3.82], [1.19, -3.66, 2.91], [0.66, -2.62, 1.99], [1.04, -1.40, 1.91], [0.26, -0.84, 0.92], [0.23, 0.44, 0.38], [-0.69, 0.68, -0.63], [-1.55, -0.32, -1.09], [-2.52, -0.07, -2.21], [-2.83, -0.92, -3.01], [-3.06, 1.18, -2.22], [-3.94, 1.61, -3.27], [-3.19, 2.32, -4.41], [-2.45, 3.57, -3.94], [-1.85, 4.24, -5.03], [-2.81, 4.58, -6.01], [-3.55, 3.33, -6.48], [-4.16, 2.67, -5.39], [-1.51, -1.61, -0.57], [-0.60, -1.84, 0.44], [-0.34, -2.98, 1.13], [1.98, -2.85, 5.16], [2.95, -2.31, 5.99], [6.92, -1.96, 5.55], [6.88, -0.69, 6.79], [6.31, -0.33, 5.15], [5.44, -1.99, 3.72], [3.72, -2.95, 2.28], [0.36, -4.08, 3.49], [1.60, -4.47, 2.30], [0.90, 1.20, 0.73], [-0.71, 1.66, -1.08], [-2.78, 1.85, -1.53], [-4.70, 2.29, -2.87], [-4.43, 0.73, -3.69], [-2.46, 1.62, -4.86], [-1.63, 3.32, -3.26], [-3.16, 4.25, -3.43], [-2.26, 5.05, -6.82], [-3.53, 5.30, -5.58], [-4.36, 3.59, -7.17], [-2.84, 2.65, -6.98], [-2.17, -2.38, -0.96], [1.01, -3.09, 5.57], [2.75, -2.13, 7.03]],
  "lowdin_charge": [-0.092, -0.085, -0.277, -0.013, -0.036, -0.247, -0.055, -0.302, 0.215, -0.203, 0.006, -0.036, -0.131, -0.453, 0.078, 0.073, -0.112, -0.304, -0.158, -0.122, -0.181, -0.173, -0.094, 0.078, -0.176, 0.137, -0.031, 0.000, 0.095, 0.092, 0.095, 0.102, 0.120, 0.131, 0.136, 0.115, 0.103, 0.129, 0.134, 0.132, 0.165, 0.125, 0.138, 0.128, 0.129, 0.129, 0.132, 0.132, 0.114, 0.117],
  "e_lumo_ev": 0.62,
  "homo_lumo_gap_ev": 9.09,
  "e_above_lowest_kj_mol": 239.5,
  "charge": 0,
  "multiplicity": 1,
  "e_homo_ev": -8.5
}

---

Number 1: molar mass 838.86 g mol⁻¹, total energy -133738.970 eV. Number 2: molar mass 920.14 g mol⁻¹, total energy -170952.096 eV. Number 3: molar mass 382.42 g mol⁻¹, total energy -35351.624 eV.